15 unconnected molecules or ions with the total composition C75H172N9O23 at a distorted geometry. Source: OMol25; level of theory: ωB97M-V with the def2-TZVPD basis set.

For the largest force on an atom, the calculation gives 6.0 eV/A. Its charge is +3. As for the total energy: -141037.8494 eV.

Last column: Mulliken charge in e.
Geometry (Å):
C1 4.198 -3.187 1.240  -0.726
N1 2.718 -3.756 1.477  0.329
C2 1.890 -3.702 0.172  -0.073
C3 2.850 -5.282 1.891  -0.984
C4 2.040 -3.079 2.771  -1.546
C5 1.621 -1.647 2.609  1.217
O1 2.777 -0.824 2.555  2.158
H1 4.161 -2.358 0.533  0.379
H2 4.733 -4.030 0.804  0.525
H3 4.652 -2.813 2.158  0.014
H4 2.463 -4.250 -0.577  0.718
H5 1.721 -2.667 -0.126  0.054
H6 0.882 -4.044 0.407  -0.580
H7 3.328 -5.879 1.114  0.388
H8 1.854 -5.682 2.081  0.343
H9 3.390 -5.362 2.835  0.367
H10 2.762 -3.275 3.564  0.599
H11 1.182 -3.735 2.915  0.441
H12 1.073 -1.270 3.473  -0.296
H13 1.024 -1.390 1.734  -0.492
H14 2.520 0.047 2.865  -0.669
C6 -3.617 -0.305 2.044  0.113
C7 -4.684 0.336 3.046  0.049
C8 -3.997 0.939 4.267  -1.019
N2 -4.845 1.520 5.445  0.620
C9 -5.209 0.318 6.321  -0.975
C10 -6.093 2.396 5.127  -0.397
C11 -6.122 3.528 6.141  -0.748
C12 -4.914 3.355 7.058  -0.746
C13 -3.966 2.580 6.150  -0.366
H15 -3.081 0.409 1.418  0.100
H16 -4.090 -0.857 1.232  -0.386
H17 -2.844 -0.809 2.624  0.346
H18 -5.533 -0.254 3.391  0.162
H19 -5.148 1.144 2.480  0.271
H20 -3.373 1.760 3.912  -0.181
H21 -3.291 0.216 4.674  0.361
H22 -4.338 0.000 6.895  0.182
H23 -5.754 -0.436 5.753  0.265
H24 -5.943 0.702 7.030  0.553
H25 -6.919 1.686 5.092  0.413
H26 -6.016 2.873 4.150  0.197
H27 -7.043 3.503 6.723  0.338
H28 -6.148 4.455 5.568  0.391
H29 -5.208 2.677 7.859  0.312
H30 -4.592 4.322 7.443  0.416
H31 -3.176 2.097 6.725  0.239
H32 -3.562 3.252 5.393  0.362
C14 6.776 3.249 -7.281  -1.451
C15 5.360 2.603 -6.995  0.084
C16 4.926 1.507 -8.042  -0.702
N3 3.409 1.242 -8.069  0.402
C17 3.020 0.640 -6.689  -0.855
C18 2.903 0.300 -9.219  -0.584
C19 1.455 0.699 -9.481  -0.441
C20 1.351 2.224 -9.081  -0.421
C21 2.591 2.573 -8.293  -0.631
H33 6.912 3.543 -8.322  0.385
H34 7.527 2.522 -6.973  0.358
H35 6.927 4.057 -6.565  0.396
H36 4.567 3.340 -6.872  0.352
H37 5.520 2.130 -6.026  -0.026
H38 5.487 0.603 -7.807  0.401
H39 5.327 1.920 -8.967  0.466
H40 3.554 -0.281 -6.454  0.350
H41 1.932 0.585 -6.665  0.259
H42 3.310 1.382 -5.945  0.319
H43 3.108 -0.751 -9.015  0.436
H44 3.574 0.584 -10.030  0.468
H45 0.668 0.171 -8.942  -0.037
H46 1.317 0.496 -10.543  0.475
H47 0.420 2.286 -8.518  0.036
H48 1.387 2.843 -9.977  0.357
H49 2.357 3.016 -7.325  0.363
H50 3.232 3.292 -8.804  0.574
C22 5.389 -1.189 4.552  -0.669
C23 4.904 -0.451 5.860  -0.346
C24 3.690 -1.009 6.632  -0.332
N4 3.330 -0.256 7.929  0.233
C25 4.350 -0.369 9.038  -0.878
C26 2.024 -0.814 8.562  -0.272
C27 1.410 0.181 9.537  -0.809
C28 1.856 1.521 8.925  -0.604
C29 2.809 1.208 7.690  0.191
H51 5.022 -2.212 4.471  0.453
H52 6.467 -1.132 4.401  0.501
H53 4.939 -0.635 3.729  -0.293
H54 4.621 0.561 5.572  0.213
H55 5.801 -0.247 6.446  0.432
H56 3.764 -2.030 7.008  0.455
H57 2.853 -0.949 5.936  -0.208
H58 5.286 0.011 8.627  0.316
H59 4.593 -1.411 9.245  0.338
H60 4.046 0.206 9.913  0.390
H61 2.105 -1.794 9.033  0.560
H62 1.299 -0.931 7.756  0.052
H63 1.622 0.141 10.606  0.286
H64 0.323 0.133 9.463  0.340
H65 2.433 2.066 9.672  0.402
H66 1.029 2.107 8.524  0.401
H67 3.582 1.960 7.535  0.552
H68 2.163 1.288 6.815  -0.520
C30 -1.667 -6.854 -6.212  -1.531
C31 -1.697 -5.879 -5.068  0.294
C32 -0.859 -6.482 -3.926  -1.072
N5 -0.761 -5.712 -2.604  0.682
C33 0.085 -4.339 -2.726  -0.169
C34 -0.364 -6.696 -1.491  0.468
C35 -1.596 -7.474 -1.048  -0.872
C36 -2.749 -6.623 -1.540  -0.848
C37 -2.153 -5.330 -2.109  -0.280
H69 -0.661 -6.788 -6.627  0.367
H70 -2.446 -6.584 -6.925  0.421
H71 -1.902 -7.853 -5.846  0.372
H72 -2.714 -5.732 -4.705  0.353
H73 -1.365 -4.944 -5.520  -0.059
H74 0.176 -6.773 -4.107  0.505
H75 -1.248 -7.482 -3.734  0.537
H76 -0.235 -3.898 -3.669  -0.240
H77 1.128 -4.555 -2.958  0.470
H78 0.153 -3.775 -1.796  -0.112
H79 0.107 -6.100 -0.708  -0.686
H80 0.403 -7.428 -1.743  0.520
H81 -1.613 -7.526 0.041  0.446
H82 -1.600 -8.500 -1.417  0.362
H83 -3.488 -6.396 -0.772  0.469
H84 -3.286 -7.209 -2.286  0.355
H85 -2.014 -4.643 -1.273  0.195
H86 -2.658 -4.799 -2.916  0.059
C38 -1.357 4.362 1.564  -1.324
C39 0.141 4.422 1.053  -0.288
N6 0.540 3.162 0.113  0.987
C40 2.089 2.988 0.137  -1.286
C41 -0.164 1.844 0.643  -0.422
C42 0.525 0.564 -0.004  0.141
C43 0.044 3.507 -1.326  0.414
C44 1.000 4.375 -2.192  -1.042
O2 1.435 5.580 -1.459  -0.324
C45 2.401 6.368 -2.221  -0.786
H87 -1.540 3.574 2.296  0.189
H88 -2.160 4.327 0.828  0.256
H89 -1.567 5.246 2.166  0.535
H90 0.614 4.378 2.034  0.282
H91 0.579 5.297 0.573  0.635
H92 2.476 2.636 1.093  -0.338
H93 2.534 3.982 0.088  0.768
H94 2.412 2.355 -0.690  0.470
H95 -1.220 1.946 0.395  0.849
H96 -0.071 1.672 1.715  -0.234
H97 1.539 0.290 0.286  -0.205
H98 0.391 0.650 -1.083  -0.329
H99 -0.051 -0.332 0.224  -0.006
H100 -0.923 3.981 -1.159  0.370
H101 -0.103 2.582 -1.883  -0.664
H102 0.509 4.730 -3.098  1.012
H103 1.830 3.755 -2.530  0.171
H104 2.064 6.607 -3.230  0.290
H105 3.444 6.054 -2.215  0.245
H106 2.393 7.217 -1.538  0.321
C46 5.678 0.057 0.483  -0.542
C47 5.261 1.533 0.567  1.148
N7 6.385 2.422 1.240  0.815
C48 7.785 2.365 0.541  -1.207
C49 5.832 3.930 1.184  -0.238
C50 5.771 4.608 -0.178  -1.134
C51 6.587 1.912 2.712  0.602
C52 7.030 2.873 3.812  -1.347
O3 8.317 3.314 3.434  -0.319
C53 8.971 4.307 4.230  -0.846
H107 6.667 -0.099 0.051  0.508
H108 4.889 -0.383 -0.126  -0.002
H109 5.675 -0.483 1.430  -0.112
H110 4.385 1.686 1.198  -0.446
H111 5.117 2.049 -0.382  -0.554
H112 8.321 3.178 1.030  0.440
H113 7.700 2.485 -0.539  0.339
H114 8.270 1.399 0.679  0.436
H115 6.462 4.388 1.947  0.662
H116 4.824 3.934 1.597  0.119
H117 4.910 4.235 -0.733  0.101
H118 6.716 4.540 -0.717  0.341
H119 5.658 5.685 -0.053  0.481
H120 7.217 1.029 2.599  0.490
H121 5.634 1.564 3.110  -0.636
H122 6.998 2.511 4.840  0.663
H123 6.284 3.643 4.011  0.343
H124 9.796 4.572 3.568  0.266
H125 9.280 3.864 5.177  0.297
H126 8.404 5.196 4.505  0.350
C54 -6.435 -3.429 1.474  -1.269
C55 -7.531 -2.404 1.746  -0.050
N8 -8.699 -2.479 0.671  0.091
C56 -9.421 -3.864 0.875  -1.030
C57 -9.793 -1.504 1.236  -0.449
C58 -9.306 -0.032 1.550  -0.996
C59 -8.405 -2.255 -0.870  -0.735
C60 -7.976 -0.823 -1.387  -0.879
O4 -6.913 -0.390 -0.644  0.209
C61 -6.050 0.559 -1.250  -1.056
H127 -6.794 -4.388 1.102  0.342
H128 -5.831 -3.593 2.366  0.544
H129 -5.795 -3.126 0.645  0.076
H130 -6.993 -1.456 1.745  0.060
H131 -8.057 -2.576 2.686  0.568
H132 -8.898 -4.694 0.402  0.377
H133 -10.412 -3.669 0.465  0.491
H134 -9.508 -4.146 1.924  0.383
H135 -10.235 -1.972 2.116  0.491
H136 -10.528 -1.424 0.436  0.433
H137 -8.854 0.472 0.696  0.184
H138 -8.663 0.004 2.430  0.205
H139 -10.172 0.582 1.798  0.489
H140 -9.227 -2.627 -1.482  0.447
H141 -7.508 -2.838 -1.079  0.277
H142 -8.718 -0.038 -1.531  0.418
H143 -7.684 -0.962 -2.428  0.616
H144 -6.128 0.535 -2.337  0.484
H145 -4.989 0.504 -1.007  0.114
H146 -6.452 1.531 -0.965  0.434
C62 -3.624 -0.089 -6.978  -1.486
C63 -3.352 -0.052 -5.432  -0.237
N9 -1.888 -0.417 -5.053  1.353
C64 -1.680 -1.886 -5.343  -1.252
C65 -0.959 0.424 -5.922  -0.863
C66 -1.006 1.957 -5.673  -1.068
C67 -1.704 -0.148 -3.558  1.157
C68 -2.877 -0.585 -2.582  -0.805
O5 -3.130 -1.944 -2.577  0.539
C69 -4.258 -2.428 -1.936  -0.615
H147 -4.695 -0.200 -7.149  0.447
H148 -3.153 -0.956 -7.443  0.312
H149 -3.378 0.800 -7.558  0.341
H150 -3.914 -0.927 -5.105  0.321
H151 -3.606 0.915 -4.999  0.331
H152 -2.349 -2.469 -4.710  0.457
H153 -0.669 -2.121 -5.010  0.180
H154 -1.940 -2.113 -6.377  0.368
H155 -1.073 0.129 -6.965  0.696
H156 0.016 0.082 -5.573  0.077
H157 -0.594 2.483 -6.534  0.466
H158 -0.435 2.197 -4.776  -0.119
H159 -2.066 2.209 -5.697  0.446
H160 -1.649 0.934 -3.439  -0.646
H161 -0.733 -0.601 -3.354  -0.539
H162 -3.823 -0.070 -2.743  -0.015
H163 -2.671 -0.198 -1.584  0.239
H164 -4.403 -3.507 -1.993  0.346
H165 -5.086 -1.935 -2.446  0.290
H166 -4.447 -2.202 -0.886  -0.346
O6 3.492 -0.663 -2.697  -0.558
C70 2.309 -0.695 -3.212  -0.057
O7 1.903 0.256 -3.843  0.257
O8 1.607 -1.716 -3.011  -0.585
H167 3.877 0.126 -3.085  0.159
O9 0.329 -0.141 5.486  -0.474
C71 -0.691 0.623 5.817  0.776
O10 -1.529 0.288 6.690  -0.832
O11 -0.863 1.646 5.123  -1.028
H168 0.428 0.450 4.736  -0.234
O12 -4.989 3.664 -2.315  -0.568
C72 -3.725 3.256 -2.349  0.457
O13 -3.112 3.460 -3.400  -0.755
O14 -3.258 2.620 -1.405  -0.230
H169 -5.020 3.325 -1.417  0.274
O15 1.668 3.286 4.619  -0.707
C73 2.434 2.623 3.773  -0.804
O16 2.014 1.552 3.402  0.918
O17 3.537 3.048 3.385  -0.639
H170 0.885 2.730 4.640  -0.085
O18 3.948 2.993 -3.695  -0.399
C74 5.079 2.390 -3.386  0.716
O19 5.186 1.145 -3.602  -0.830
O20 6.045 3.015 -2.970  -0.722
H171 3.392 2.263 -3.979  -0.056
O21 -1.036 -2.924 1.644  0.577
C75 -1.663 -4.030 1.914  0.417
O22 -1.103 -5.106 1.690  -0.732
O23 -2.753 -3.824 2.409  -0.746
H172 -1.825 -2.443 1.904  -0.411